1.
Here is an isolated ion of composition C5H10BrN3 and charge +2 in a non-equilibrium geometry from the Open Molecules 2025 dataset. Energies are from the ωB97M-V functional and the def2-TZVPD basis.

```
! wB97M-V def2-TZVPD RIJCOSX def2/J DEFGRID3
* xyz 2 1
C -2.159 -0.991 1.725
C -0.320 -1.127 3.137
C 0.040 -0.119 1.038
C 0.819 0.853 0.164
C 0.248 0.948 -1.251
N -1.425 -1.414 2.708
N 0.498 -0.471 2.211
N 0.351 -0.338 -2.052
Br -2.964 -2.291 0.507
H -2.504 0.001 1.544
H 0.082 -1.387 4.069
H 1.887 0.521 0.020
H 0.724 1.895 0.549
H -0.851 1.103 -1.153
H 0.698 1.751 -1.919
H 1.328 -0.025 2.672
H -0.134 -0.235 -2.930
H 0.218 -1.248 -1.399
H 1.321 -0.575 -2.493
*
```

Its energy relative to the best compared isomer or geometry (same formula, charge and spin) is 51.5 kcal/mol. The value obtained for the molar mass is 192.060 g mol⁻¹. Its HOMO energy is -0.6433 Ha. The value obtained for the LUMO energy is -8.8 eV.

2.
Here is a 2-piece molecular cluster, C5H10BrNO overall in a non-equilibrium geometry from the Open Molecules 2025 dataset. Energies are from the ωB97M-V functional and the def2-TZVPD basis.

```
! wB97M-V def2-TZVPD RIJCOSX def2/J DEFGRID3
* xyz 0 1
C -1.495 -1.728 -2.425
C -1.233 0.571 -2.906
C 1.136 0.107 1.023
C 1.763 1.300 1.809
C 0.098 -0.522 1.857
N 1.483 -0.476 -0.053
O -1.350 -0.481 -2.146
Br 2.914 0.248 -1.098
H -1.457 -2.080 -3.489
H -1.723 -2.331 -1.643
H -1.266 1.542 -2.273
H -1.456 0.473 -3.886
H 2.255 0.752 2.760
H 1.068 2.078 2.214
H 2.448 1.741 1.162
H -0.470 -1.178 1.326
H -0.397 0.271 2.347
H 0.526 -1.318 2.454
*
```

Its energy relative to the best compared isomer or geometry (same formula, charge and spin) is 133.7 kcal/mol. The value obtained for the molar mass is 180.045 g mol⁻¹. Its HOMO energy (alpha / beta) is -0.2711 / -0.2677 Ha. The value obtained for the LUMO energy (alpha / beta) is 0.6 / 0.6 eV.

3.
Here is C5H10BrNO as an isolated structure in a non-equilibrium geometry from the Open Molecules 2025 dataset. Energies are from the ωB97M-V functional and the def2-TZVPD basis.

```
! wB97M-V def2-TZVPD RIJCOSX def2/J DEFGRID3
* xyz 0 1
C 1.752 0.218 0.225
C -0.427 1.370 -0.422
C -0.156 -0.877 -1.306
C -1.582 -0.621 0.835
C -0.186 -0.033 -0.024
N 2.116 0.021 1.442
O 2.325 0.604 -0.759
Br -3.130 0.174 0.256
H -0.941 1.336 -1.432
H -1.160 1.915 0.179
H 0.445 1.923 -0.234
H 0.667 -0.695 -1.976
H -0.103 -1.968 -1.156
H -0.971 -0.713 -1.990
H -1.530 -1.703 0.334
H -1.578 -0.639 1.970
H 1.491 -0.444 2.121
H 2.968 0.132 1.936
*
```

Its energy relative to the best compared isomer or geometry (same formula, charge and spin) is 62.5 kcal/mol. The value obtained for the molar mass is 180.045 g mol⁻¹. Its HOMO energy is -0.3343 Ha. The value obtained for the LUMO energy is 0.6 eV.